The following is a DFT calculation (ωB97M-V/def2-TZVPD) of 2 unconnected molecules or ions with the total composition C3H9NO2.

Its calculated total energy is -324.89850 Ha. As for the frontier orbital gap: 9.505 eV. Its total charge is 0. The value obtained for the energy above the lowest of the compared OMol25 structures with the same formula, charge and spin is 46.5 kcal per mole. Its LUMO energy is 0.920 eV. The SMILES is CC=O.NCO.

Each line ends with the Mulliken charge.
Geometry (Å):
C -1.94 -0.07 -2.33  -0.842
C -1.99 0.95 -1.22  0.125
O -1.02 1.47 -0.72  -0.453
H -2.10 -1.09 -1.99  0.268
H -0.96 0.04 -2.80  0.262
H -2.71 0.20 -3.06  0.296
H -2.99 1.32 -0.95  0.338
N 1.09 0.36 1.23  -0.441
C 2.22 -0.42 1.66  -0.174
O 1.81 -1.68 2.17  -0.529
H 1.34 1.05 0.54  0.191
H 0.17 -0.03 1.16  0.192
H 2.86 -0.63 0.81  0.212
H 2.77 0.07 2.45  0.248
H 1.44 -1.53 3.04  0.308